Record 1
The following is a DFT calculation (ωB97M-V with the def2-TZVPD basis set) of C16H21N3O3PbS as an isolated structure.

Geometry as XYZ:
```
45
Properties=species:S:1:pos:R:3:forces:R:3:mulliken_charge:R:1
N 0.84439 -2.30890 1.85570 0.106 -0.443 -0.827 -0.37
C 1.42836 -3.30534 1.76285 -0.554 0.890 0.601 0.34
C 2.16372 -4.54528 1.82847 0.191 -0.317 -0.097 -0.92
H 2.23567 -5.01298 0.84604 0.004 -0.011 0.044 0.32
H 1.65006 -5.22550 2.51054 0.050 0.002 -0.010 0.35
H 3.16465 -4.34091 2.21086 -0.001 -0.077 0.019 0.33
N -1.32061 2.09301 2.46656 1.165 -3.022 -3.332 0.01
C -1.61510 2.85171 3.27558 -1.301 3.788 4.129 0.35
C -1.96076 3.81041 4.29060 -0.222 -0.286 -1.894 -0.74
H -2.47389 3.31073 5.10799 -0.072 -0.379 0.794 0.37
H -2.61402 4.56937 3.86865 -0.189 0.148 -0.104 0.36
H -1.05467 4.27860 4.66466 0.631 0.072 0.571 0.36
N -1.29274 1.53263 -2.45550 0.620 -0.832 -1.111 -0.41
C -1.06002 1.45449 -3.59582 -0.703 0.623 1.820 0.40
C -0.88597 1.54164 -5.02191 0.103 -0.122 -0.478 -0.91
H -0.44363 2.51062 -5.26113 -0.015 -0.010 -0.044 0.33
H -1.86225 1.46731 -5.50652 0.055 0.025 0.001 0.33
H -0.24118 0.74552 -5.39599 -0.029 0.045 -0.001 0.31
Pb -1.05350 -0.23426 0.26842 4.378 2.247 -0.029 1.34
C 0.40436 2.49905 -0.11662 1.493 2.435 -0.588 0.15
O 1.09556 3.37095 -0.37847 -1.744 -2.281 0.615 -0.11
C 1.45430 0.64640 2.08188 1.823 0.252 1.148 0.11
O 2.45399 0.79958 2.59992 -1.780 -0.297 -0.955 -0.12
C -2.43802 -1.96335 1.36385 -0.676 -0.105 0.547 -0.29
C -2.31641 -2.30831 -0.00500 -0.371 -0.480 0.185 -0.54
C -2.77269 -1.41167 -1.00470 -0.597 -0.040 -0.245 -0.54
C -3.35291 -0.17358 -0.63198 -0.845 0.159 0.206 -0.25
C -3.47728 0.17201 0.73936 -0.519 -0.372 -0.113 -0.37
C -3.01817 -0.72284 1.73777 -0.525 -0.367 -0.106 -0.38
H -1.98619 -2.58131 2.14138 -0.235 -0.042 -0.279 0.55
H -1.75074 -3.19845 -0.27917 -0.362 0.011 0.005 0.57
H -2.55808 -1.59950 -2.05680 -0.287 -0.149 0.183 0.57
H -3.59714 0.58003 -1.38261 -0.072 -0.360 0.075 0.54
H -3.83720 1.16070 1.03005 -0.105 -0.322 -0.207 0.52
H -3.03237 -0.40954 2.78328 -0.114 -0.304 -0.231 0.53
C 3.65313 -1.23600 -2.26892 -0.044 -1.086 0.263 -1.04
S 3.03668 -0.35427 -0.82143 -0.351 0.960 -2.361 0.71
C 3.79096 1.27199 -1.12316 -0.067 0.323 1.049 -0.97
O 1.54410 -0.21685 -1.05041 1.103 -0.204 0.636 -0.28
H 4.74594 -1.20966 -2.25881 -0.070 0.037 0.127 0.50
H 3.23961 -0.76703 -3.16783 0.004 0.134 0.281 0.39
H 3.30102 -2.26770 -2.16404 0.147 0.108 -0.194 0.40
H 3.28176 1.76118 -1.95468 -0.112 -0.286 -0.049 0.39
H 3.67578 1.84465 -0.20188 0.106 0.121 -0.103 0.34
H 4.85151 1.12065 -1.33103 -0.015 -0.186 0.057 0.49
```
Forces are in eV/Å.

Values from the calculation:
energy	-1601.46057	Ha
net charge	+4

---

Record 2
The following is a DFT calculation (ωB97M-V with the def2-TZVPD basis set) of a 2-piece molecular cluster, C16H21N3O3S overall.

Geometry as XYZ:
```
44
Properties=species:S:1:pos:R:3:forces:R:3:mulliken_charge:R:1
C 0.15823 -1.81430 -1.29017 -0.018 -0.723 0.476 -0.69
N -0.22459 -0.48311 -0.74403 -0.506 -0.534 -0.499 -0.12
C -0.95023 0.35713 -1.75712 0.494 0.682 0.275 -0.60
C -0.33320 1.86015 -1.74868 -0.960 2.695 0.319 0.70
C -1.25072 3.07095 -1.47045 3.277 0.030 -0.689 0.48
C -2.82333 2.99905 -1.18504 -0.009 0.058 0.042 -0.74
C -3.66648 2.25123 -2.33866 2.730 0.360 -2.664 0.05
O -3.18845 2.22279 -3.51117 -2.346 -0.078 4.434 -0.48
C -0.61063 4.52914 -1.45834 3.937 -2.968 -1.020 -0.89
C 0.90381 4.66547 -1.71272 -2.671 -1.547 0.245 -0.48
C 1.86826 3.43832 -1.99971 -2.009 0.957 0.473 0.48
N 3.25787 3.74602 -2.20321 -1.465 -5.858 -0.361 -0.60
C 3.95825 2.52837 -2.45209 -1.325 0.121 0.201 -0.18
C 3.34616 1.10250 -2.53473 -2.163 1.951 0.655 -0.23
N 1.96141 0.83947 -2.32160 3.002 4.035 -0.102 -0.21
C 1.21815 2.03519 -2.03154 -0.614 0.484 0.175 0.05
H 0.49045 -2.52568 -0.43625 -0.502 1.296 -1.259 0.14
H -0.72656 -2.34409 -1.81108 1.326 0.674 0.498 0.30
H 1.04693 -1.69606 -1.99811 -1.352 -0.138 0.837 0.24
H -0.78063 -0.56934 0.13452 0.674 0.016 -1.145 0.16
H -2.05719 0.33965 -1.45320 1.459 0.492 -0.804 0.23
H -0.84552 -0.07279 -2.82751 -0.141 0.650 1.828 0.31
H -3.04680 2.57674 -0.12850 0.353 0.434 -1.816 0.30
H -3.23602 4.08280 -1.15742 0.712 -1.687 -0.104 0.35
H -4.65996 1.74358 -2.06766 1.143 0.725 -0.348 0.33
H -1.21918 5.47542 -1.28636 0.832 -1.587 -0.235 0.21
H 1.32723 5.73987 -1.71001 -0.519 -2.127 -0.031 0.29
H 5.09944 2.61451 -2.60837 -2.110 -0.071 0.259 0.31
H 4.01790 0.20185 -2.77686 -1.177 1.639 0.437 0.34
O -0.69991 -1.45896 4.87957 -0.085 0.120 -0.375 -0.67
S -0.49967 -1.90007 3.51903 0.141 0.113 -0.084 1.03
O -0.81891 -1.06507 2.38266 -0.148 0.077 0.375 -0.61
C 1.17896 -2.48077 3.35353 0.457 -0.199 -0.011 -0.63
C 1.10626 -3.95454 3.73053 0.017 -0.118 0.138 -0.59
C -0.15355 -4.49514 3.05140 0.077 -0.201 -0.134 -0.59
C -1.28195 -3.49666 3.31621 -0.303 -0.531 -0.100 -0.61
H 1.83789 -1.90331 4.00149 -0.175 0.113 -0.065 0.40
H 1.47387 -2.35568 2.30894 -0.077 0.076 0.073 0.31
H 2.00110 -4.49413 3.41343 -0.071 0.065 0.045 0.33
H 1.01446 -4.05961 4.81654 0.049 0.036 -0.082 0.30
H 0.02051 -4.57710 1.97338 -0.010 0.018 0.095 0.28
H -0.41452 -5.49074 3.41747 0.000 0.104 -0.056 0.31
H -1.98391 -3.45208 2.48266 0.014 0.175 0.158 0.34
H -1.81522 -3.73098 4.23924 0.062 0.168 -0.050 0.35
```
Forces are in eV/Å.

Values from the calculation:
energy	-1410.20310	Ha
SMILES string	CNCc1c(CC=O)ccc2nccnc12.O=S1(=O)CCCC1

---

Record 3
The following is a DFT calculation (ωB97M-V with the def2-TZVPD basis set) of one molecule with the formula C16H21N3O4.

Geometry as XYZ:
```
44
Properties=species:S:1:pos:R:3:forces:R:3:mulliken_charge:R:1
C 2.36499 1.14012 -5.67515 0.115 0.243 -0.359 -0.66
O 2.17693 0.87767 -4.29275 -0.091 -0.176 0.389 -0.30
C 2.51073 1.87393 -3.45945 0.103 0.224 -0.273 0.51
O 2.94240 2.93532 -3.83770 -0.051 -0.125 0.030 -0.61
C 2.28905 1.52390 -2.03520 -0.028 -0.015 0.356 0.34
C 2.58675 2.48197 -1.06767 -0.010 -0.080 -0.367 -0.71
C 2.39656 2.20267 0.26846 -0.137 -0.296 0.197 -0.78
C 1.90005 0.95846 0.66590 0.113 0.084 -0.857 1.17
C 1.68847 0.68473 2.07034 -0.170 -0.190 0.884 -0.47
N 1.09883 -0.38123 2.45038 0.195 0.110 -0.692 -0.02
N 0.90373 -0.62371 3.74770 0.413 0.727 0.798 -0.33
C 0.31140 -1.77368 4.23173 0.114 -0.029 -0.138 0.32
O 0.18998 -1.91324 5.42345 -0.053 -0.082 0.082 -0.62
C -0.13395 -2.76113 3.18726 -0.342 -0.332 0.081 -0.53
C -1.55605 -2.43218 2.69602 0.586 -0.050 0.027 0.69
O -2.50695 -3.13153 2.95438 -0.275 -0.326 0.154 -0.66
N -1.61790 -1.30829 1.95906 -0.023 0.534 -0.313 0.13
C -2.85157 -0.82278 1.38528 -0.184 -0.210 -0.220 -1.12
C -2.76476 -0.66001 -0.13777 -0.161 0.195 0.123 0.99
C -1.93891 0.56973 -0.51036 -0.073 -0.313 0.034 -1.23
C -4.16939 -0.55140 -0.72526 0.268 -0.114 0.066 -1.71
C 1.61197 -0.00224 -0.31063 0.128 0.124 0.209 -0.80
C 1.80309 0.27628 -1.64620 0.055 0.157 -0.086 -0.40
H 2.05142 0.24203 -6.20087 0.012 0.040 0.043 0.23
H 1.76255 1.99695 -5.98392 0.054 -0.089 -0.001 0.30
H 3.41492 1.35911 -5.88021 -0.098 -0.030 -0.010 0.30
H 2.96681 3.43953 -1.38965 0.025 0.069 -0.022 0.47
H 2.62607 2.94869 1.01523 0.027 0.081 0.078 0.37
H 2.04318 1.43156 2.78786 -0.024 -0.063 0.040 0.35
H 1.23457 0.04290 4.45010 -0.156 -0.248 -0.176 0.25
H 0.55212 -2.74639 2.34188 -0.010 -0.063 0.021 0.28
H -0.17017 -3.74971 3.64363 0.016 0.149 -0.026 0.30
H -0.76598 -0.79736 1.76981 -0.065 -0.198 0.080 0.13
H -3.61705 -1.55796 1.64456 0.044 0.146 -0.001 0.51
H -3.11938 0.13690 1.84286 -0.085 -0.039 -0.036 0.25
H -2.27993 -1.55287 -0.54682 -0.013 -0.014 0.066 0.16
H -1.84116 0.64857 -1.59054 0.075 0.066 -0.123 0.42
H -2.42471 1.47275 -0.14599 -0.059 0.138 0.054 0.32
H -0.93817 0.52250 -0.08729 0.120 0.076 0.013 0.15
H -4.74643 -1.44675 -0.50894 -0.118 -0.080 0.005 0.43
H -4.69071 0.30469 -0.30257 -0.112 0.128 0.032 0.33
H -4.12096 -0.42509 -1.80409 -0.056 0.043 -0.120 0.42
H 1.24745 -0.96891 0.00059 -0.047 -0.106 -0.002 0.35
H 1.58010 -0.46450 -2.39742 -0.019 -0.067 -0.042 0.48
```
Forces are in eV/Å.

Values from the calculation:
energy	-1087.54881	Ha
SMILES string	COC(=O)c1ccc(/C=N/NC(=O)CC(=O)NCC(C)C)cc1

---

Record-wise max |F| values, in Eh/bohr: 0.1119, 0.1176, 0.0225